1.
Entry from the Open Molecules 2025 dataset: a molecular structure, C20H60BF4N5O7V (the ωB97M-V functional and the def2-TZVPD basis).

Output
Multiplicity = 1
E_tot = -2964.98536 Ha
Kohn-Sham gap = 4.3 eV
Molar mass = 620.48 g/mol
Total charge = +5
E_HOMO = -20.10 eV

Geometry (Å):
V  -7.802  -10.023  -13.277
F  -7.249  -4.159  -13.207
F  -7.313  -6.483  -12.900
F  -9.226  -5.305  -13.373
F  -8.143  -4.991  -11.332
O  -14.543  -7.468  -15.165
O  -5.447  -3.888  -15.985
O  -8.094  -11.566  -13.184
O  -6.653  -2.079  -10.952
O  -8.755  -9.266  -12.278
O  -9.199  -1.066  -14.408
O  -4.658  -3.940  -8.298
N  -9.385  -2.437  -11.736
N  -13.341  -7.990  -12.564
N  -8.108  1.356  -15.629
N  -5.456  -5.681  -10.338
N  -7.647  -5.616  -15.935
C  -5.067  -6.820  -8.221
C  -6.186  -6.055  -17.880
C  -13.177  -7.571  -15.012
C  -8.079  0.026  -16.342
C  -6.265  -6.085  -16.355
C  -5.238  -5.256  -15.654
C  -7.457  -0.980  -11.259
C  -4.558  -2.689  -7.601
C  -4.275  -3.102  -15.771
C  -5.951  -4.457  -8.260
C  -7.005  -0.031  -17.399
C  -14.926  -6.562  -16.209
C  -12.807  -8.502  -13.881
C  -9.063  -1.681  -9.441
C  -5.965  -5.797  -8.913
C  -5.343  -1.948  -11.488
C  -8.900  -1.230  -10.875
C  -13.447  -9.867  -14.149
C  -8.149  -1.149  -15.355
C  -10.526  -1.119  -14.934
B  -7.991  -5.235  -12.698
H  -4.824  -1.203  -10.883
H  -14.517  -9.807  -14.328
H  -5.348  -5.212  -14.554
H  -10.730  -2.093  -15.392
H  -6.603  -3.725  -8.774
H  -5.952  -4.921  -10.820
H  -5.521  -6.545  -10.865
H  -4.232  -5.680  -15.737
H  -8.564  -2.637  -9.275
H  -5.317  -1.742  -12.563
H  -10.399  -2.461  -11.800
H  -8.762  -0.961  -8.686
H  -12.775  -6.560  -14.784
H  -5.665  -6.955  -18.208
H  -11.711  -8.577  -13.795
H  -11.222  -0.966  -14.112
H  -7.824  -5.681  -14.915
H  -15.039  -5.554  -15.812
H  -6.956  -6.247  -8.926
H  -4.139  -2.955  -14.693
H  -4.805  -2.891  -11.383
H  -4.440  -2.134  -16.241
H  -5.393  -6.869  -7.178
H  -9.541  -0.447  -11.274
H  -14.243  -6.665  -17.056
H  -6.424  -4.504  -7.271
H  -4.926  -1.891  -8.261
H  -9.012  -2.243  -12.684
H  -8.931  -3.317  -11.452
H  -5.139  -7.837  -8.601
H  -4.038  -6.467  -8.145
H  -7.138  -6.023  -18.410
H  -6.005  0.208  -17.024
H  -5.585  -5.228  -18.257
H  -8.402  -6.181  -16.326
H  -7.241  -1.147  -14.737
H  -13.117  -8.641  -11.812
H  -3.506  -2.470  -7.451
H  -8.080  -2.081  -15.924
H  -14.356  -7.812  -12.603
H  -13.023  -7.030  -12.398
H  -10.772  -0.374  -15.695
H  -12.687  -7.917  -15.931
H  -5.150  -2.705  -6.688
H  -13.030  -10.219  -15.096
H  -7.416  -0.786  -12.345
H  -8.093  2.166  -16.256
H  -7.352  1.407  -14.940
H  -6.937  -1.035  -17.818
H  -7.144  -0.050  -10.766
H  -7.821  -4.642  -16.191
H  -10.111  -1.953  -9.275
H  -13.148  -10.615  -13.414
H  -7.174  0.648  -18.234
H  -8.957  1.428  -15.060
H  -3.350  -3.495  -16.196
H  -9.038  -0.050  -16.864
H  -15.881  -6.911  -16.596
H  -6.195  -7.116  -16.005
H  -4.494  -5.322  -10.371



2.
Entry from the Open Molecules 2025 dataset: a molecular structure, C20H60K3O14P (the ωB97M-V functional and the def2-TZVPD basis).

Output
Multiplicity = 2
E_tot = -3992.75697 Ha
⟨S²⟩ = 0.750
Kohn-Sham gap (alpha / beta) = 1.0 / 9.3 eV
Molar mass = 672.95 g/mol
Total charge = -1
E_HOMO (alpha / beta) = 0.44 / -7.04 eV

Geometry (Å):
K  -1.122  1.553  2.106
K  2.183  1.871  -1.812
K  -1.011  -2.351  -1.911
P  0.292  0.060  -0.262
O  0.736  -0.826  -4.073
O  1.193  0.932  0.567
O  -2.513  2.485  -0.138
O  -0.473  -1.048  0.555
O  -0.653  -0.989  3.392
O  2.927  1.215  2.404
O  3.534  -0.871  -2.219
O  -0.040  2.335  -3.319
O  0.448  -3.424  0.742
O  1.054  3.432  1.474
O  -3.199  -0.575  -1.456
O  1.072  -0.544  -1.478
O  -2.458  -2.848  0.448
O  -0.778  0.932  -1.044
C  -2.190  4.807  0.419
C  4.214  -1.840  -1.581
C  -5.154  -0.292  -2.586
C  1.006  5.240  3.145
C  -0.795  3.433  -5.342
C  1.275  3.814  2.877
C  -3.420  -2.362  1.354
C  -1.118  -2.179  4.057
C  3.737  -0.395  4.026
C  1.690  -3.496  1.336
C  -1.143  2.452  -4.240
C  4.522  -1.303  -0.173
C  1.765  -1.431  -6.266
C  -4.831  -2.685  0.844
C  2.562  0.391  3.530
C  1.891  -1.338  -4.713
C  1.853  -4.698  2.282
C  -3.962  0.466  -1.946
C  -0.153  -2.536  5.211
C  -2.284  3.789  -0.680
H  -2.068  2.744  -3.743
H  1.787  -2.582  1.921
H  -0.384  -3.447  5.764
H  2.241  1.114  1.740
H  1.836  5.904  2.904
H  -1.778  1.901  -0.343
H  0.165  5.754  2.680
H  -3.216  -1.334  1.654
H  -5.638  -2.586  1.569
H  -4.728  -0.755  -3.476
H  3.747  -2.825  -1.593
H  -4.889  -3.702  0.455
H  4.515  0.329  4.268
H  0.565  3.258  3.488
H  0.891  -4.741  2.792
H  2.158  3.375  3.342
H  -1.465  4.644  1.217
H  0.804  -2.834  4.784
H  -3.313  -2.898  2.297
H  -3.155  3.894  -1.327
H  0.266  3.302  -5.558
H  5.269  -1.874  0.378
H  2.150  0.926  4.386
H  2.752  -0.734  -4.428
H  4.123  -0.874  3.126
H  4.955  -0.329  -0.402
H  -1.359  3.767  -1.257
H  2.516  -3.528  0.625
H  3.520  -1.103  4.826
H  -2.038  5.794  -0.018
H  -2.103  -1.962  4.470
H  2.614  -4.680  3.061
H  1.258  -0.558  -6.679
H  5.099  -1.993  -2.199
H  -3.142  4.841  0.949
H  -4.316  1.119  -1.148
H  -3.405  0.985  -2.726
H  -1.785  -2.176  0.583
H  -0.319  1.636  -2.723
H  1.762  -0.318  3.315
H  -1.303  3.212  -6.281
H  1.441  2.571  1.304
H  -5.549  -1.043  -1.902
H  2.035  -5.681  1.846
H  0.910  -0.740  -3.133
H  -0.359  -1.221  2.509
H  -1.351  1.455  -4.629
H  -2.367  -0.197  -1.164
H  -5.052  -1.960  0.061
H  0.765  5.434  4.190
H  2.050  -2.332  -4.294
H  2.752  -1.485  -6.725
H  -1.214  -2.985  3.331
H  -1.008  4.488  -5.168
H  0.223  -2.526  0.489
H  -0.106  -1.668  5.868
H  2.664  -0.777  -1.826
H  1.292  -2.397  -6.440
H  3.619  -1.097  0.401
H  -5.988  0.317  -2.937



3.
Entry from the Open Molecules 2025 dataset: 10 unconnected molecules or ions with the total composition C20H60N10O10 (the ωB97M-V functional and the def2-TZVPD basis).

Output
Multiplicity = 1
E_tot = -2097.75910 Ha
Kohn-Sham gap = 8.3 eV
Molar mass = 600.76 g/mol
Structure (SMILES) = NC(N)=O.NC(N)=O.NC(N)=O.NC(N)=O.NC(N)=O.CC(C)O.CC(C)O.CC(C)O.CC(C)O.CC(C)O
E_HOMO = -8.80 eV

Geometry (Å):
O  6.112  24.303  -7.067
O  3.635  24.714  -10.314
O  7.814  28.498  -1.891
O  0.957  27.068  -6.502
O  1.985  25.892  -2.610
O  0.102  23.783  -8.219
O  8.654  25.224  -7.008
O  5.819  23.823  -3.391
O  3.330  27.730  -4.951
O  2.388  21.596  -5.443
N  2.111  22.724  -8.607
N  2.287  24.692  -7.685
N  6.957  27.773  -4.006
N  6.228  26.762  -2.202
N  4.988  22.425  -7.604
N  7.567  22.399  -2.788
N  7.543  24.446  -2.021
N  4.197  25.621  -4.254
N  5.227  26.634  -5.970
N  4.129  23.460  -5.921
C  7.055  27.637  -2.696
C  8.764  25.249  -5.779
C  -0.056  26.992  -5.756
C  4.373  20.935  -4.332
C  3.314  25.053  -0.915
C  5.528  25.427  -11.315
C  3.097  27.439  -1.427
C  2.351  26.113  -1.407
C  4.279  26.641  -5.071
C  2.892  21.305  -4.356
C  4.651  25.400  -10.169
C  5.049  23.437  -6.839
C  2.520  22.356  -3.359
C  -0.018  28.152  -4.791
C  -0.123  25.651  -5.084
C  9.325  23.917  -5.193
C  4.087  26.861  -9.836
C  9.572  26.497  -5.427
C  7.048  23.599  -2.786
C  1.468  23.772  -8.180
H  1.521  26.160  -0.678
H  7.782  25.490  -5.328
H  4.979  25.647  -12.220
H  1.531  22.051  -3.064
H  7.782  24.803  -7.244
H  3.333  26.801  -9.056
H  9.185  27.468  -5.925
H  3.385  22.691  -5.725
H  5.825  24.438  -11.435
H  3.926  24.203  -5.228
H  6.358  26.070  -11.113
H  0.867  28.284  -4.170
H  4.628  20.410  -5.288
H  3.730  25.505  -0.008
H  2.512  20.395  -3.998
H  -0.103  29.088  -5.367
H  5.554  25.739  -6.353
H  1.719  27.379  -5.910
H  6.133  26.763  -1.233
H  2.106  20.718  -5.795
H  -0.966  27.088  -6.353
H  7.118  21.710  -3.345
H  -0.463  24.877  -5.708
H  -0.839  25.597  -4.318
H  4.084  27.432  -1.824
H  3.239  27.849  -0.483
H  6.413  27.244  -4.662
H  2.541  28.215  -1.932
H  2.552  23.325  -3.720
H  10.322  23.780  -5.610
H  8.498  22.380  -2.429
H  2.759  24.174  -0.642
H  5.804  22.315  -8.286
H  3.180  24.691  -9.472
H  1.514  21.879  -8.682
H  5.199  24.972  -9.299
H  5.442  27.482  -6.416
H  3.032  22.364  -2.450
H  5.489  26.329  -2.718
H  0.784  25.283  -4.635
H  4.999  27.486  -9.368
H  7.559  28.545  -4.364
H  8.510  24.370  -1.579
H  5.035  24.989  -4.241
H  1.713  25.439  -7.285
H  7.097  25.348  -2.075
H  3.611  27.424  -10.696
H  -0.850  27.922  -4.112
H  9.388  23.866  -4.117
H  4.518  21.536  -7.374
H  4.103  24.876  -1.590
H  3.363  25.577  -3.603
H  8.625  23.102  -5.384
H  4.699  20.208  -3.541
H  10.684  26.405  -5.736
H  9.556  26.662  -4.376
H  3.007  24.328  -7.056
H  1.120  25.610  -2.603
H  3.085  22.580  -8.551
H  5.057  21.742  -4.108



4.
Entry from the Open Molecules 2025 dataset: 10 unconnected molecules or ions with the total composition C20H60O10 (the ωB97M-V functional and the def2-TZVPD basis).

Output
Multiplicity = 1
E_tot = -1550.28686 Ha
Kohn-Sham gap = 10.2 eV
Molar mass = 460.69 g/mol
Structure (SMILES) = CCO.CCO.CCO.CCO.CCO.CCO.CCO.CCO.CCO.CCO
E_HOMO = -9.78 eV

Geometry (Å):
O  2.194  -0.409  3.619
O  -3.361  0.723  0.874
O  -4.595  -3.704  0.840
O  1.247  4.630  2.518
O  0.218  6.042  -2.411
O  0.333  -5.313  -0.759
O  -1.273  0.242  -0.986
O  -1.381  0.914  -3.836
O  4.897  -0.400  3.048
O  -2.517  -3.460  -4.524
C  -3.360  -3.003  0.715
C  2.555  4.401  0.466
C  -3.651  2.091  1.192
C  -2.351  2.832  1.479
C  -2.682  -2.943  2.075
C  4.782  1.248  1.285
C  -0.380  0.239  -4.589
C  -3.258  -2.268  -4.244
C  -0.393  4.806  -2.822
C  -3.287  -2.019  -2.757
C  0.316  -5.109  0.657
C  -0.230  -0.551  -0.428
C  1.550  -5.710  1.282
C  1.852  -1.648  4.223
C  0.993  0.820  -4.314
C  -0.021  3.697  -1.885
C  5.693  0.405  2.149
C  0.445  0.259  0.679
C  2.489  4.959  1.881
C  0.620  -2.250  3.557
H  -0.112  -1.446  3.453
H  -4.191  2.561  0.365
H  -4.320  2.148  2.057
H  1.571  -6.787  1.110
H  1.507  -5.569  2.364
H  2.349  3.332  0.449
H  -3.929  -2.725  -2.219
H  -4.269  -2.238  -4.658
H  -1.624  2.206  1.988
H  6.399  1.058  2.668
H  -0.233  0.242  1.535
H  -1.482  4.956  -2.831
H  0.751  -2.632  2.544
H  -2.432  -3.967  2.353
H  2.698  -2.337  4.116
H  3.283  4.626  2.556
H  -0.443  -0.829  -4.338
H  -0.227  3.908  -0.837
H  -1.933  0.409  -0.283
H  -3.511  -1.997  0.312
H  -0.133  4.614  -3.869
H  1.719  0.306  -4.950
H  -2.719  -3.573  0.030
H  1.316  0.746  -3.275
H  0.974  1.878  -4.579
H  -0.562  -5.568  1.132
H  0.237  -4.020  0.784
H  -0.657  2.843  -2.127
H  -1.281  0.652  -2.908
H  4.233  1.957  1.909
H  5.329  1.889  0.590
H  6.243  -0.311  1.528
H  -3.328  -2.498  2.831
H  -4.197  0.301  0.649
H  -0.036  6.723  -3.038
H  -5.241  -3.321  0.244
H  0.645  1.298  0.407
H  3.503  4.680  -0.002
H  1.684  -1.509  5.294
H  1.822  4.942  -0.134
H  -2.688  -1.464  -4.723
H  -0.609  0.272  -5.655
H  0.215  -3.060  4.167
H  5.558  -0.972  3.455
H  2.518  6.046  1.776
H  3.118  -0.489  3.312
H  0.499  -0.794  -1.202
H  -1.913  3.180  0.542
H  -3.770  -1.063  -2.537
H  1.417  -0.121  1.006
H  -2.308  -2.024  -2.283
H  -2.299  -3.451  -5.460
H  -0.517  -5.027  -1.108
H  -0.653  -1.449  0.040
H  -2.563  3.742  2.039
H  1.029  3.450  -2.043
H  1.330  3.733  2.859
H  4.111  0.622  0.699
H  2.462  -5.273  0.879
H  -1.783  -2.328  2.035